1.
{
  "formula": "C4H6N2O",
  "method": "ωB97M-V/def2-TZVPD",
  "species": ["C", "C", "N", "O", "C", "N", "C", "H", "H", "H", "H", "H", "H"],
  "coordinates": [[1.5031, 0.5866, 1.6919], [0.6717, 0.3737, 0.4605], [0.1990, 1.4120, -0.1640], [-0.6809, 0.9567, -1.1215], [-0.7385, -0.4189, -0.9832], [-1.8374, -1.0935, -1.4905], [0.1572, -0.9265, -0.0236], [1.3468, 1.5989, 2.0770], [1.2176, -0.1299, 2.4696], [2.5687, 0.4486, 1.4905], [-2.2616, -0.6657, -2.3004], [-2.5121, -1.1949, -0.7404], [0.3666, -0.9471, -1.3659]],
  "lowdin_charge": [-0.04, -0.37, 0.12, -0.02, -0.51, 0.12, 0.05, 0.08, 0.08, 0.08, 0.10, 0.11, 0.20],
  "multiplicity": 1
}

***

2.
{
  "formula": "C7H19O4PSi",
  "method": "ωB97M-V/def2-TZVPD",
  "species": ["C", "C", "C", "C", "C", "C", "C", "O", "O", "O", "O", "Si", "P", "H", "H", "H", "H", "H", "H", "H", "H", "H", "H", "H", "H", "H", "H", "H", "H", "H", "H", "H"],
  "coordinates": [[-2.7127, -0.0619, 2.4135], [-0.9017, -2.3906, 1.2769], [0.0218, -1.6733, -3.0501], [2.2198, 1.4973, -1.8427], [2.1157, -0.1568, 0.7817], [0.4817, 2.4534, 0.4870], [-2.0183, -0.5521, 0.1735], [-1.2455, 0.7497, -2.1731], [-1.9549, 0.3736, 1.2390], [-2.0353, -1.8617, 0.6336], [-0.2754, -1.7206, -1.6760], [1.1773, 0.9412, -0.3992], [-0.6377, -0.2478, -1.0109], [-2.5395, -1.1961, 2.5366], [-3.7619, 0.0880, 2.1495], [-2.2248, 0.4865, 3.2102], [-0.9138, -2.4031, 2.4304], [0.0784, -1.9702, 0.8862], [-0.8818, -3.4858, 0.9400], [-0.6224, -1.0392, -3.5732], [-0.0259, -2.6061, -3.4590], [1.0336, -1.1913, -3.2310], [1.6214, 1.8124, -2.6190], [2.8506, 2.1822, -1.1912], [2.9295, 0.6840, -2.2098], [1.4824, -0.4581, 1.7403], [2.4823, -1.1985, 0.5323], [3.0478, 0.3583, 1.1132], [0.3103, 3.1863, -0.3040], [-0.4176, 2.2991, 1.0041], [1.2393, 3.0000, 1.1778], [-2.9951, -0.5695, -0.4092]],
  "nbo_charge": [-0.27, -0.28, -0.24, -1.09, -1.17, -1.10, 0.08, -1.10, -0.57, -0.54, -0.80, 1.36, 1.57, 0.19, 0.19, 0.20, 0.18, 0.18, 0.21, 0.21, 0.19, 0.16, 0.26, 0.24, 0.25, 0.25, 0.25, 0.24, 0.25, 0.26, 0.24, 0.21],
  "multiplicity": 1,
  "smiles": "COC(OC)[P@](=O)(OC)[Si](C)(C)C"
}

***

3.
{
  "formula": "C27H42Cl3HgN4O3Si",
  "method": "ωB97M-V/def2-TZVPD",
  "species": ["C", "C", "H", "H", "H", "C", "C", "H", "H", "H", "H", "Hg", "Cl", "Cl", "C", "O", "N", "C", "C", "H", "H", "H", "H", "H", "H", "H", "H", "H", "C", "C", "N", "H", "C", "O", "H", "H", "H", "H", "O", "C", "C", "C", "H", "C", "H", "C", "H", "C", "C", "H", "H", "H", "Si", "Cl", "C", "C", "C", "H", "H", "H", "H", "H", "H", "H", "H", "H", "N", "C", "N", "C", "C", "C", "C", "C", "C", "H", "H", "H", "H", "H", "H"],
  "coordinates": [[-0.9373, 5.1745, 0.4327], [-0.0901, 4.2802, -0.3990], [-0.7122, 6.2272, 0.2849], [-0.8176, 4.9855, 1.5034], [-1.9909, 5.0126, 0.1884], [1.0719, 4.6977, -0.9544], [1.4036, 6.0994, -1.3058], [1.8405, 3.9762, -1.2407], [1.6369, 6.7638, -0.4609], [0.6039, 6.5820, -1.8781], [2.2856, 6.0991, -1.9515], [-3.7496, -1.6678, -0.1700], [-5.6991, -2.5907, -1.1242], [-1.5117, -1.7952, 0.6950], [0.5774, -2.9415, -1.4567], [0.9724, -3.5166, -0.4687], [1.3227, -2.7773, -2.5823], [2.6286, -3.4148, -2.6447], [0.7681, -2.3130, -3.8343], [-0.4296, -2.4920, -1.5320], [3.0180, -3.5630, -1.6294], [3.3146, -2.7734, -3.2213], [2.5712, -4.3971, -3.1532], [0.0628, -1.4942, -3.6490], [0.2334, -3.1102, -4.3694], [1.5667, -1.9469, -4.4775], [1.5687, 2.3687, 2.7798], [3.2779, 3.0270, 0.6598], [2.5049, 1.8677, 3.0334], [3.9029, 2.2175, 1.0425], [3.1058, 1.3071, 1.8407], [2.3032, 1.0686, 3.7464], [3.1452, -0.0579, 1.6885], [2.6434, -0.8512, 2.4373], [4.3532, 1.6943, 0.2010], [3.7112, -0.3613, 0.7696], [3.1714, 2.6209, 3.4544], [4.6879, 2.6633, 1.6555], [-0.9991, 2.3895, 0.8293], [-0.5970, 2.8443, -0.4710], [1.3522, 1.0474, -0.8519], [0.3847, 1.9247, -1.3600], [1.3634, 0.8309, 0.2127], [2.3178, 0.4702, -1.6959], [-1.5587, 2.8088, -1.0106], [0.3663, 2.1319, -2.7451], [3.0756, -0.1778, -1.2551], [2.3119, 0.7421, -3.0613], [1.3269, 1.5712, -3.5840], [-0.4143, 2.7828, -3.1477], [3.0603, 0.2912, -3.7102], [1.3182, 1.8047, -4.6537], [-2.2842, 1.5845, 1.8397], [-3.3596, 0.7982, -0.2400], [-0.6125, 1.0109, 2.3851], [-3.4360, 0.2739, 2.8997], [-3.0324, 3.2197, 2.3257], [-0.0642, 0.5816, 1.5404], [-0.5214, 0.2980, 3.1738], [-0.0863, 1.9065, 2.6816], [-2.2135, 3.9220, 2.5042], [-3.6178, 3.1507, 3.2475], [-3.6724, 3.6597, 1.5474], [-2.8324, -0.3862, 3.5434], [-4.0427, -0.4357, 2.3088], [-4.1664, 0.7143, 3.5899], [-1.6976, -4.8364, 2.5446], [-2.8345, -4.1028, 2.6499], [-3.4826, -4.1588, 1.4875], [-2.7717, -4.9360, 0.6133], [-2.9114, -5.1974, -0.7512], [-1.8359, -5.7352, -1.4271], [-0.6525, -6.0870, -0.7682], [-0.5369, -5.9582, 0.6094], [-1.5961, -5.3718, 1.2770], [-1.0486, -5.0037, 3.3003], [-3.1270, -3.5395, 3.5469], [-3.8398, -4.8926, -1.2201], [-1.8760, -5.8749, -2.5042], [0.1919, -6.5010, -1.3092], [0.3366, -6.2337, 1.1987]],
  "lowdin_charge": [-0.05, -0.22, 0.07, 0.08, 0.09, -0.13, -0.12, 0.10, 0.07, 0.08, 0.06, 0.46, -0.28, 0.04, -0.39, -0.01, -0.19, -0.06, -0.07, 0.08, 0.08, 0.08, 0.09, 0.09, 0.08, 0.07, 0.07, 0.08, -0.05, -0.06, -0.19, 0.09, -0.36, 0.04, 0.08, 0.13, 0.08, 0.08, -0.37, -0.27, -0.02, -0.13, 0.08, -0.09, 0.11, -0.06, 0.08, -0.12, -0.10, 0.12, 0.09, 0.10, 0.28, 0.08, -0.23, -0.25, -0.18, 0.01, 0.02, 0.01, 0.01, 0.02, 0.03, 0.00, -0.05, 0.00, 0.10, -0.18, 0.03, -0.30, -0.05, -0.11, -0.11, -0.04, -0.22, 0.15, 0.13, 0.07, 0.10, 0.10, 0.11],
  "multiplicity": 1,
  "charge": -1
}

***

4.
{
  "formula": "C3H8INOS",
  "method": "ωB97M-V/def2-TZVPD",
  "species": ["C", "C", "C", "N", "O", "S", "I", "H", "H", "H", "H", "H", "H", "H", "H"],
  "coordinates": [[0.8736, -0.0547, -1.0803], [-0.2701, 1.3133, 0.7484], [-0.3478, 0.7530, -0.6648], [-1.5224, -1.6010, 0.2172], [0.7268, -0.6418, -2.2817], [-1.8203, -0.2838, -0.8892], [-0.5386, 2.4813, -2.0376], [0.0478, -0.0737, -2.6678], [1.8141, 0.6039, -1.0688], [0.9498, -0.8563, -0.2211], [-0.6517, 0.7232, 1.6278], [0.7940, 1.5885, 0.8700], [-0.7501, 2.2316, 0.7993], [-1.2007, -2.3884, -0.2640], [-2.5280, -1.8113, 0.5687]],
  "nbo_charge": [-0.13, -0.68, -0.25, -0.97, -0.70, 0.36, 0.09, 0.47, 0.17, 0.19, 0.25, 0.21, 0.23, 0.37, 0.39],
  "multiplicity": 1
}

***

5.
{
  "formula": "C3H10NOS",
  "method": "ωB97M-V/def2-TZVPD",
  "species": ["C", "C", "S", "C", "N", "H", "H", "H", "H", "H", "H", "H", "H", "H", "H", "O"],
  "coordinates": [[0.8353, 0.3201, 0.2913], [1.0653, 1.7185, -0.2487], [-0.4765, 2.7055, -0.1886], [0.0975, -0.5836, -0.6983], [-0.2275, -1.8870, -0.1383], [0.2955, 0.2670, 1.2490], [1.7210, -0.2757, 0.5703], [1.4203, 1.6362, -1.2815], [1.8439, 2.2054, 0.3524], [0.6796, -0.6129, -1.6327], [-0.7988, -0.0793, -1.0034], [-0.8214, -2.4043, -0.7596], [0.5752, -2.3448, 0.2570], [-1.9480, 0.5298, 0.8967], [-1.7995, -0.9511, 1.1419], [-2.4619, -0.2438, 1.1924]],
  "nbo_charge": [-0.41, -0.53, -0.72, -0.23, -0.88, 0.20, 0.16, 0.17, 0.18, 0.14, 0.22, 0.36, 0.36, 0.50, 0.47, -0.99],
  "multiplicity": 1,
  "charge": -1
}

***

6.
{
  "formula": "C26H39BrCl42FNO2",
  "method": "ωB97M-V/def2-TZVPD",
  "species": ["C", "C", "O", "C", "C", "C", "O", "C", "C", "F", "C", "C", "N", "C", "C", "C", "Br", "H", "H", "H", "H", "H", "H", "H", "H", "H", "H", "H", "H", "H", "H", "H", "H", "H", "H", "H", "H", "H", "H", "H", "H", "H", "C", "Cl", "Cl", "Cl", "H", "C", "Cl", "Cl", "Cl", "H", "C", "Cl", "Cl", "Cl", "H", "C", "Cl", "Cl", "Cl", "H", "C", "Cl", "Cl", "Cl", "H", "C", "Cl", "Cl", "Cl", "H", "C", "Cl", "Cl", "Cl", "H", "C", "Cl", "Cl", "Cl", "H", "C", "Cl", "Cl", "Cl", "H", "C", "Cl", "Cl", "Cl", "H", "C", "Cl", "Cl", "Cl", "H", "C", "Cl", "Cl", "Cl", "H", "C", "Cl", "Cl", "Cl", "H", "C", "Cl", "Cl", "Cl", "H"],
  "coordinates": [[-0.0769, -3.7930, 2.6861], [-1.1800, -2.7679, 2.3386], [-0.9247, -1.4614, 2.8173], [-0.2773, -0.6580, 1.8297], [-1.2188, 0.3500, 1.0999], [-2.6396, 0.3400, 1.6176], [-3.3072, -0.8725, 1.3185], [-4.6676, -0.8329, 1.7365], [-5.5580, -0.7990, 0.5106], [-5.4380, 0.4605, -0.0821], [-7.0122, -1.0998, 0.8837], [-7.3573, -2.5566, 0.5250], [-1.1451, 0.3023, -0.3468], [-1.2634, -1.0166, -0.9184], [-1.7339, -1.0077, -2.3676], [-1.5112, -2.4086, -2.9267], [-0.7441, 0.3140, -3.4007], [-0.4770, -4.5555, 3.3418], [0.8271, -3.3250, 3.0634], [0.2072, -4.3095, 1.7696], [-2.1131, -3.0866, 2.8019], [-1.3545, -2.8123, 1.2660], [0.2778, -1.2956, 1.1432], [0.4713, -0.0944, 2.3857], [-0.8591, 1.3383, 1.3845], [-2.6006, 0.4623, 2.7043], [-3.1486, 1.2220, 1.2240], [-4.8890, -1.7391, 2.3021], [-4.8181, 0.0544, 2.3493], [-5.1392, -1.5188, -0.1905], [-7.6408, -0.4002, 0.3430], [-7.1152, -0.9128, 1.9498], [-6.4551, -3.1353, 0.3361], [-7.9351, -2.5798, -0.3919], [-7.8858, -3.0656, 1.3224], [-0.3744, 0.8216, -0.7345], [-0.2632, -1.4823, -0.9618], [-1.8849, -1.6930, -0.3452], [-2.8000, -0.8002, -2.3756], [-1.8794, -3.1077, -2.1768], [-2.0310, -2.5485, -3.8679], [-0.4425, -2.5655, -3.0224], [-0.4917, -0.4190, 6.9535], [1.0356, 0.1547, 6.2869], [-0.3741, -2.0809, 7.5434], [-1.0308, 0.6467, 8.2579], [-1.2310, -0.3904, 6.1617], [2.7619, 3.3659, 6.3697], [3.0616, 2.6901, 4.7676], [4.2901, 3.7996, 7.1430], [1.6836, 4.7599, 6.2728], [2.2807, 2.6066, 6.9733], [-1.0725, -0.7238, -6.9577], [-2.4664, 0.2433, -7.4459], [-1.2037, -2.3721, -7.5833], [0.4283, 0.0311, -7.4904], [-1.0579, -0.7719, -5.8768], [-3.3413, 3.2839, -2.9567], [-4.2770, 2.2044, -1.9246], [-1.6625, 3.3474, -2.4203], [-3.4352, 2.7764, -4.6472], [-3.7594, 4.2781, -2.8792], [1.5960, 3.7483, -7.3161], [0.4217, 4.0629, -8.5977], [0.8405, 2.8762, -5.9867], [2.9793, 2.8454, -7.9456], [1.9520, 4.6989, -6.9417], [2.9721, 6.1331, -10.8912], [1.7658, 7.3294, -11.3612], [4.4881, 6.4250, -11.7448], [3.2431, 6.1229, -9.1433], [2.6039, 5.1562, -11.1762], [2.7135, -4.1709, 6.8078], [3.7329, -4.5522, 8.1997], [3.6725, -3.5530, 5.4591], [1.7859, -5.5876, 6.3128], [2.0172, -3.3960, 7.1021], [0.2213, 9.5496, -8.1319], [1.5818, 10.4867, -8.7532], [0.6119, 7.8305, -8.1051], [-0.2447, 10.1149, -6.5256], [-0.6193, 9.6942, -8.7968], [4.2435, -0.4820, 8.5685], [2.5698, -0.9799, 8.8142], [4.3148, 0.7269, 7.2888], [4.9351, 0.1481, 10.0647], [4.8213, -1.3456, 8.2638], [2.6286, -4.3270, -3.6276], [1.0434, -5.0869, -3.4759], [2.4812, -2.7649, -4.4376], [3.3860, -4.1360, -2.0425], [3.2529, -4.9716, -4.2260], [3.3756, 2.3489, 0.6505], [3.5498, 4.0344, 1.1360], [3.5797, 1.3013, 2.0539], [1.8043, 2.0747, -0.1096], [4.1437, 2.1245, -0.0772], [7.3281, 0.2395, 3.5388], [8.8336, 0.0805, 4.4446], [6.1949, -1.0433, 3.9773], [6.5908, 1.8165, 3.8126], [7.5550, 0.1475, 2.4853], [3.4921, -4.8987, -8.0683], [1.9582, -5.7489, -7.8812], [3.2367, -3.2849, -8.7278], [4.3429, -4.8102, -6.5211], [4.1085, -5.4565, -8.7598], [-3.1914, -1.9489, 10.1490], [-1.6496, -2.3375, 10.9135], [-3.4228, -2.8964, 8.6760], [-4.5255, -2.2109, 11.2742], [-3.1790, -0.9019, 9.8766]],
  "lowdin_charge": [-0.05, -0.27, -0.15, -0.14, -0.29, -0.17, -0.14, -0.14, -0.32, -0.08, -0.18, -0.09, -0.03, -0.29, -0.69, -0.15, 0.74, 0.06, 0.07, 0.07, 0.11, 0.09, 0.12, 0.11, 0.13, 0.13, 0.13, 0.14, 0.14, 0.14, 0.11, 0.11, 0.07, 0.07, 0.07, 0.00, 0.12, 0.11, 0.09, 0.08, 0.08, 0.03, -1.49, 0.52, 0.52, 0.55, 0.02, -1.58, 0.46, 0.51, 0.54, -0.05, -1.56, 0.52, 0.52, 0.50, -0.08, -1.53, 0.57, 0.48, 0.51, 0.01, -1.56, 0.51, 0.51, 0.51, -0.01, -1.53, 0.52, 0.53, 0.50, 0.01, -1.57, 0.53, 0.52, 0.53, -0.07, -1.55, 0.52, 0.49, 0.52, 0.01, -1.50, 0.51, 0.52, 0.55, 0.01, -1.57, 0.54, 0.51, 0.52, -0.06, -1.51, 0.54, 0.49, 0.58, 0.02, -1.55, 0.53, 0.50, 0.51, 0.01, -1.53, 0.53, 0.53, 0.55, 0.01, -1.56, 0.51, 0.50, 0.53, -0.01],
  "multiplicity": 1
}

***

Here are the calculated relative energy (zero: lowest compared OMol25 entry of this formula, charge and spin) numbers, same order: 118.2 0.0 48.3 9.0 9.7 19.5 (kcal/mol).
Here are the calculated lowest unoccupied orbital energy numbers, same order: 0.0144 0.0263 0.0917 0.0024 0.1406 0.0054 (Ha).
Here are the calculated HOMO level numbers, same order: -0.3405 -0.3223 -0.2003 -0.3300 -0.0924 -0.3130 (Eh).